Here is a cluster of 10 separate species, C25H47Br18FNO8P in total in a non-equilibrium geometry from the Open Molecules 2025 dataset. Energies are from wB97M-V/def2-TZVPD.

Structure (XYZ):
```
101
Properties=species:S:1:pos:R:3:forces:R:3:lowdin_charge:R:1
C 6.48336 0.54163 -1.70462 -0.545 -0.259 -0.174 -0.03
C 5.06224 0.04439 -1.58878 0.140 0.634 0.075 -0.33
F 5.07292 -1.03935 -0.73027 -0.002 -0.378 0.152 0.00
C 4.17944 1.09044 -0.89931 -0.004 -0.143 0.272 -0.18
O 4.64654 2.42637 -1.16084 0.222 0.768 -0.278 0.04
C 3.73462 3.17762 -1.82082 -0.076 1.286 0.078 -0.40
O 3.85750 4.36525 -2.04458 0.023 -1.795 0.393 0.12
C 2.64617 2.21637 -2.22767 -0.233 0.244 -1.341 -0.31
O 1.41720 2.74306 -2.61512 -0.026 0.243 0.802 0.04
C 2.64668 1.13135 -1.16747 0.455 -0.077 0.473 -0.27
C 2.04231 1.55074 0.18353 0.369 -0.385 -0.423 -0.15
O 0.71030 1.98816 0.07112 -0.251 0.277 0.285 -0.08
N -0.10982 1.28576 0.97736 0.381 -0.088 0.060 0.00
O -1.21003 1.64180 0.89265 -0.361 0.076 -0.050 0.07
P 1.83436 -0.31673 -1.93024 -0.537 -0.330 -0.938 0.47
O 1.63166 -0.18145 -3.38282 0.299 0.221 -0.241 -0.25
O 0.45631 -0.45379 -1.17149 0.237 0.216 0.465 -0.18
O 2.65242 -1.62414 -1.58871 0.020 0.350 0.555 -0.16
H 6.56388 1.26385 -2.50435 0.127 0.260 -0.138 0.09
H 7.11818 -0.30662 -1.91774 0.242 -0.171 -0.039 0.09
H 6.75022 1.00306 -0.76634 0.326 0.065 0.121 0.01
H 4.64660 -0.27071 -2.54097 -0.026 -0.183 -0.211 0.14
H 4.38802 0.97649 0.16092 -0.138 -0.340 0.213 0.17
H 3.09863 1.75255 -3.11196 0.115 -0.176 -0.091 0.13
H 1.42310 2.81072 -3.56911 -0.088 0.046 -0.312 0.08
H 2.67475 2.32935 0.59908 -0.101 0.437 0.088 0.14
H 2.12812 0.70056 0.85379 -0.277 -0.173 0.248 0.14
H -0.26284 -0.32935 -1.80500 -0.327 -0.121 -0.045 0.02
H 2.65770 -2.16934 -2.38737 0.123 -0.428 -0.068 0.01
Br 0.07308 -3.60161 -1.00977 -0.271 -0.160 0.000 0.68
C -1.42126 -4.19253 -2.10047 0.200 -0.015 0.083 -0.66
C -1.63108 -3.26987 -3.27213 -0.171 0.009 -0.021 -0.66
Br -2.47025 -1.59541 -2.73214 0.083 0.049 -0.023 0.66
H -2.28742 -4.24952 -1.44979 -0.059 0.028 -0.031 0.05
H -1.16153 -5.19131 -2.44437 -0.009 0.016 -0.067 0.06
H -2.31370 -3.71340 -3.99336 -0.029 -0.001 0.020 0.06
H -0.70233 -3.00436 -3.76705 0.034 -0.004 0.018 0.05
Br -6.37261 -0.41658 2.87836 0.003 -0.007 0.209 0.60
C -5.46277 1.24801 2.45401 -0.114 -0.192 -0.161 -0.67
C -3.99685 1.16444 2.77031 0.127 0.125 0.022 -0.70
Br -3.66190 1.28680 4.68386 0.023 0.014 0.002 0.64
H -5.97095 2.03410 3.00176 0.039 0.035 0.028 0.05
H -5.61102 1.39589 1.38568 0.028 -0.017 -0.016 0.06
H -3.45939 2.00219 2.33207 -0.040 0.030 0.031 0.00
H -3.55095 0.23345 2.43674 -0.023 -0.028 -0.023 0.05
Br 3.58456 -4.02733 -4.30770 0.020 0.073 0.077 0.65
C 4.70135 -5.32202 -3.36859 -0.043 -0.028 -0.209 -0.68
C 3.87555 -6.24988 -2.51875 0.039 0.080 0.216 -0.69
Br 3.25052 -5.34007 -0.92410 0.055 -0.088 0.036 0.62
H 5.41447 -4.74932 -2.78588 -0.001 -0.003 0.046 0.05
H 5.22488 -5.87256 -4.14682 -0.035 -0.008 -0.025 0.06
H 4.47338 -7.08998 -2.17321 0.056 0.022 -0.031 0.06
H 2.99703 -6.61948 -3.03663 0.008 -0.002 -0.062 0.05
Br 2.68058 6.40084 -7.60957 -0.034 -0.028 0.050 0.61
C 3.51747 6.34744 -5.85424 -0.010 0.113 -0.186 -0.70
C 4.53226 5.24185 -5.75363 -0.002 -0.063 0.287 -0.67
Br 3.68341 3.50206 -5.56724 0.008 -0.132 -0.141 0.68
H 2.71870 6.24580 -5.12777 0.023 -0.033 0.052 0.05
H 3.99876 7.31472 -5.73208 0.043 -0.016 0.015 0.06
H 5.13785 5.36380 -4.85823 -0.049 0.017 0.039 0.06
H 5.17660 5.18051 -6.62371 -0.028 0.014 -0.049 0.05
Br -4.58505 5.96958 -0.88559 0.031 0.037 0.045 0.60
C -2.67585 5.75380 -0.57495 -0.161 -0.037 -0.158 -0.69
C -2.38551 4.57197 0.30801 0.145 0.095 0.178 -0.70
Br -2.79912 4.94813 2.17603 -0.042 -0.091 -0.056 0.63
H -2.31967 6.68760 -0.15384 0.027 -0.003 0.037 0.05
H -2.23629 5.60688 -1.55863 0.025 -0.044 0.010 0.06
H -1.32551 4.33244 0.28818 0.014 0.007 -0.039 0.05
H -2.95589 3.69248 0.03172 -0.017 -0.007 -0.050 0.04
Br -5.92960 -1.69976 -0.82396 -0.008 -0.028 0.034 0.58
C -7.67672 -2.40200 -0.33014 0.151 -0.015 -0.119 -0.69
C -8.78977 -1.55078 -0.88032 -0.129 0.091 0.148 -0.69
Br -9.01671 0.09224 0.13584 -0.007 0.024 -0.131 0.59
H -7.69566 -2.47113 0.75264 -0.010 0.046 0.023 0.03
H -7.71499 -3.40036 -0.75953 -0.034 0.001 -0.018 0.06
H -9.74364 -2.06744 -0.80406 0.029 -0.060 0.021 0.06
H -8.61580 -1.26255 -1.91124 0.022 -0.009 -0.026 0.05
Br -3.53258 -4.12566 8.45158 0.050 -0.022 -0.029 0.61
C -2.71612 -2.65416 7.46722 -0.111 0.004 0.151 -0.68
C -3.56176 -2.22561 6.30021 0.097 -0.048 -0.200 -0.69
Br -3.43389 -3.48285 4.82101 -0.073 -0.015 0.016 0.63
H -1.72963 -2.99004 7.16727 0.010 -0.005 -0.040 0.05
H -2.62154 -1.84437 8.18683 -0.032 0.017 -0.007 0.06
H -3.21416 -1.27837 5.89757 0.030 0.026 0.041 -0.01
H -4.61400 -2.14405 6.55078 -0.014 0.013 0.041 0.06
Br 7.94960 3.24118 0.21147 0.038 0.133 0.101 0.68
C 6.84217 4.84087 0.23736 0.121 -0.053 -0.109 -0.68
C 6.93195 5.56059 1.55454 -0.178 0.014 0.094 -0.69
Br 5.91143 4.64757 2.93778 0.059 -0.012 0.000 0.60
H 5.83290 4.52263 0.00060 -0.037 0.012 -0.026 0.03
H 7.21971 5.46603 -0.56822 0.011 0.039 0.026 0.06
H 6.49143 6.55169 1.47581 -0.017 -0.005 -0.043 0.06
H 7.94989 5.64366 1.91927 0.031 -0.016 -0.015 0.05
Br -7.99121 -6.91946 7.09612 0.017 -0.051 -0.040 0.60
C -6.12687 -7.41938 6.84519 -0.117 0.092 0.138 -0.70
C -5.40085 -6.44505 5.95912 0.086 -0.084 -0.170 -0.75
Br -5.86743 -6.68291 4.08416 -0.037 0.030 0.027 0.59
H -6.12513 -8.42834 6.44746 0.023 -0.010 -0.034 0.05
H -5.69138 -7.42042 7.84177 0.035 0.036 -0.008 0.05
H -4.32719 -6.60803 6.01210 0.006 0.008 0.036 0.05
H -5.61655 -5.41144 6.20446 0.004 0.011 0.034 0.01
```
Positions in Å, forces in eV/Å.

## Properties
HOMO energy, eV: -9.67
Frontier orbital gap, eV: 9.706
Spin multiplicity: 1
Net charge: 0
LUMO level, eV: 0.04
SMILES string: C[C@@H](F)[C@H]1OC(=O)[C@H](O)[C@@]1(CON=O)P(=O)(O)O.BrCCBr.BrCCBr.BrCCBr.BrCCBr.BrCCBr.BrCCBr.BrCCBr.BrCCBr.BrCCBr



Here is a structure of composition C40H35N11O2Ti in a non-equilibrium geometry from the Open Molecules 2025 dataset. Energies are from wB97M-V/def2-TZVPD.

Structure (XYZ):
```
89
Properties=species:S:1:pos:R:3:forces:R:3:lowdin_charge:R:1
Ti 1.50393 0.83527 0.07081 0.248 -1.437 0.146 0.97
N 1.22897 2.86748 1.15685 -0.773 -0.285 -1.439 0.05
C 0.94355 2.68507 2.52308 -0.326 1.549 1.875 -0.23
C 0.55908 3.73781 3.36507 0.395 -1.475 -1.061 0.01
C 0.34769 3.45923 4.71683 0.724 0.204 0.631 -0.07
C 0.64409 2.23533 5.27633 -0.137 -0.293 0.610 -0.01
C 0.99193 1.14241 4.44376 0.136 -0.249 -1.030 -0.13
C 1.17446 -0.21655 4.85295 0.368 0.161 0.345 0.03
C 1.57014 -1.18945 3.94617 -0.351 0.875 0.943 0.00
C 1.81279 -0.77592 2.62636 -0.215 -0.175 -1.038 -0.09
N 1.65009 0.46562 2.17830 -0.677 -0.943 0.915 0.02
C 1.16750 1.40284 3.04387 0.263 0.082 0.955 -0.15
H 0.47236 3.33646 0.63761 0.455 -0.154 0.449 0.13
H 2.06182 3.40678 0.97908 0.360 0.208 0.013 0.12
H 0.53253 4.75990 2.98949 -0.294 -0.262 0.026 0.13
H 0.11898 4.30319 5.34427 -0.153 0.014 0.320 0.11
H 0.68138 2.10730 6.38408 -0.380 0.065 -1.061 0.14
H 1.02258 -0.43101 5.92491 0.058 -0.118 -0.704 0.13
H 1.68523 -2.22571 4.26694 0.044 0.328 -0.352 0.13
H 2.04212 -1.50148 1.83367 0.276 0.055 0.632 0.08
C 7.15234 -0.24924 1.66693 -0.568 0.434 -0.161 -0.06
C 6.93434 1.12476 1.50750 0.510 0.613 -0.202 -0.08
C 5.75762 1.62247 0.99392 -0.772 0.503 -0.893 -0.03
C 4.70874 0.75498 0.61118 2.039 -0.513 2.195 -0.26
C 4.87429 -0.60064 0.95984 -1.609 -0.494 -0.770 -0.01
C 6.09968 -1.11400 1.41106 -0.587 0.315 -0.725 -0.06
N 3.58268 1.26381 -0.01773 0.333 2.960 -2.303 -0.02
N 3.87076 2.31509 -0.76872 0.995 -3.013 1.633 0.12
C 2.88016 2.72993 -1.59557 -2.630 0.469 0.505 -0.30
C 3.16341 3.73175 -2.53492 0.153 -0.291 0.427 -0.02
C 2.16894 4.19080 -3.35944 -0.607 0.197 -0.811 -0.07
C 0.89566 3.56852 -3.31146 0.622 0.488 0.267 -0.06
C 0.58563 2.66251 -2.29569 0.164 -0.591 0.185 -0.11
C 1.55139 2.22054 -1.35949 0.468 1.835 -3.079 -0.19
H 8.12139 -0.60244 1.95957 0.249 -0.189 0.125 0.10
H 7.72412 1.87145 1.65848 -0.164 -0.593 0.248 0.11
H 5.60074 2.69802 0.75713 0.465 -0.911 0.433 0.12
H 4.01656 -1.31713 0.78983 1.199 0.808 -0.026 0.09
H 6.19224 -2.19485 1.36038 0.168 0.140 0.583 0.11
H 4.16967 4.10884 -2.61130 0.170 0.134 0.090 0.12
H 2.41232 5.02698 -4.05232 -0.444 -0.917 0.386 0.12
H 0.14324 3.80081 -4.05818 0.044 0.191 0.126 0.10
H -0.42393 2.21855 -2.28883 0.517 0.280 0.008 0.08
N 1.61306 -1.44981 -3.04195 -0.164 0.572 -0.653 0.22
C 2.02640 -1.67518 -1.81216 0.076 -2.148 0.339 -0.42
O 1.91761 -0.73374 -0.94538 0.008 -0.088 0.576 -0.16
C 2.48084 -3.02033 -1.45607 -0.539 1.918 -0.597 -0.20
C 2.73822 -3.92695 -2.49691 0.441 -1.360 -2.842 -0.23
N 2.93398 -4.52583 -3.49449 -0.524 1.288 2.458 0.14
C 2.54145 -3.41374 -0.12649 0.592 -0.192 1.220 -0.26
N 2.64409 -3.74059 0.98357 -0.298 0.341 -0.341 0.15
H 1.01379 -0.64091 -3.27889 0.538 -0.399 0.203 0.08
H 1.56814 -2.23188 -3.67625 0.115 -0.068 -0.017 0.11
N -5.44649 -1.11217 1.54309 0.173 -0.731 0.306 0.16
C -6.29979 -2.17414 1.91751 2.124 -0.009 0.098 -0.15
C -7.63203 -2.24699 2.26563 0.101 0.278 -0.228 -0.03
C -8.09992 -3.53647 2.43564 -0.358 0.304 0.075 -0.09
C -7.27453 -4.65888 2.44769 0.320 -0.637 -0.509 -0.08
C -5.91183 -4.58789 2.16217 -0.338 -1.568 0.916 -0.01
C -5.41675 -3.33172 1.93395 -0.880 1.939 -0.898 -0.24
N -4.15871 -2.98155 1.55605 0.512 2.062 -0.010 0.17
C -4.18723 -1.65320 1.36496 -1.030 -1.585 0.114 -0.27
C -3.01312 -0.94006 0.90562 1.322 0.734 -0.928 -0.09
C -2.90666 0.37929 0.36986 -1.239 -0.320 0.808 0.02
C -1.65558 0.84536 0.03599 0.121 0.390 -0.204 -0.12
N -0.54102 0.11923 0.04275 0.071 -0.070 -0.254 -0.02
C -0.65553 -1.18056 0.33285 0.211 -0.257 0.186 -0.10
C -1.81737 -1.68307 0.84994 -0.268 -1.311 0.007 0.02
H -5.66017 -0.12884 1.41359 -0.170 -0.495 0.183 0.16
H -8.25048 -1.35679 2.39947 0.041 -0.394 -0.331 0.12
H -9.16579 -3.66856 2.49420 -0.218 -0.138 0.479 0.10
H -7.75137 -5.61926 2.61996 0.180 0.068 -0.034 0.11
H -5.23444 -5.48441 2.18116 -0.864 1.058 -0.091 0.14
H -3.76576 1.08792 0.25990 0.795 -0.892 0.185 0.13
H -1.50714 1.85326 -0.32055 -0.246 0.275 0.089 0.11
H 0.20905 -1.84069 0.13523 -0.525 0.547 0.455 0.12
H -1.78043 -2.74478 1.13553 -0.453 0.639 -0.057 0.13
C -3.08572 -0.69366 -4.63261 -0.905 -0.877 0.393 -0.05
N -2.17670 0.11430 -5.41116 0.396 -0.243 -0.451 -0.19
C -2.65827 0.83593 -6.61110 -0.171 0.713 1.384 -0.03
C -0.89810 0.28308 -4.99389 -0.680 0.600 -0.096 -0.28
O -0.46264 -0.00179 -3.87735 -0.443 0.049 -0.907 -0.03
H -3.39990 -1.69604 -5.08544 0.744 1.393 0.204 0.12
H -4.01321 -0.14857 -4.42957 0.076 0.050 -0.126 0.09
H -2.62036 -0.88914 -3.66188 -0.027 -0.070 -0.250 0.08
H -3.22828 1.75334 -6.27651 0.364 -0.999 -0.377 0.11
H -3.30970 0.20456 -7.21507 0.268 0.042 -0.068 0.09
H -1.78022 1.20948 -7.13768 -0.190 -0.244 -0.323 0.08
H -0.31467 0.79630 -5.78749 0.205 -0.169 0.496 0.15
```
Positions in Å, forces in eV/Å.

## Properties
HOMO energy (alpha / beta), eV: -9.82 / -9.84
Frontier orbital gap (alpha / beta), eV: 6.035 / 6.003
⟨S²⟩: 0.7568
Spin multiplicity: 2
Relative energy (zero: lowest compared OMol25 entry of this formula, charge and spin), eV: 0.325
Net charge: +1
LUMO level (alpha / beta), eV: -3.79 / -3.84



Here is a cluster of 4 separate species, CH8O4 in total in a non-equilibrium geometry from the Open Molecules 2025 dataset. Energies are from wB97M-V/def2-TZVPD.

Structure (XYZ):
```
13
Properties=species:S:1:pos:R:3:forces:R:3:lowdin_charge:R:1
C 1.98086 -1.10695 0.29503 -0.192 0.600 1.044 -0.16
O 2.11195 -0.94418 -0.88134 -0.047 -0.354 -0.355 0.00
H 2.20024 -0.29728 1.01981 0.142 -0.043 -0.188 0.07
H 1.58017 -2.01513 0.79245 0.070 -0.189 -0.530 0.08
O -1.95487 -0.46697 1.00575 0.621 -0.187 -0.177 -0.06
H -2.90554 -0.39833 1.00189 -0.429 0.090 0.107 0.05
H -1.70433 -0.29682 0.07674 -0.370 -0.114 -0.096 0.01
O -1.40770 0.67798 -1.48095 0.303 -0.063 0.014 -0.05
H -1.06152 0.26587 -2.27411 -0.121 -0.224 -0.303 0.06
H -0.60849 1.04602 -1.07673 -0.012 0.330 0.303 0.03
O 0.10698 1.37167 0.87680 0.810 -0.349 -0.891 -0.05
H -0.56097 0.72154 1.12202 -0.453 0.226 0.647 0.00
H 0.03020 2.15399 1.40881 -0.322 0.279 0.425 0.04
```
Positions in Å, forces in eV/Å.

## Properties
HOMO energy, eV: -9.97
Frontier orbital gap, eV: 10.657
Spin multiplicity: 1
Relative energy (zero: lowest compared OMol25 entry of this formula, charge and spin), eV: 0.098
Net charge: 0
LUMO level, eV: 0.69
SMILES string: C=O.O.O.O



The records above give, respectively, DFT total energy values of -48410.9842; -3147.3917; -343.8334 Eh.